Here is a structure of composition C66H64BF2N4O5P2S2Ti from the OMol25 dataset. Energies are from the ωB97M-V functional and the def2-TZVPD basis.

Values from the calculation:
LUMO: -2.51 eV
Total charge: +1
Energy above the lowest of the compared OMol25 structures with the same formula, charge and spin: 290.7 kJ/mol
DFT total energy: -155154.8208 eV
Frontier orbital gap: 0.27335 Eh

Last column: Löwdin charge in e.
Positions of all 147 atoms, in Å:
Ti -0.01218 0.61316 -0.90250  0.977
O 2.77420 2.43566 -3.49414  0.064
C 2.91656 1.46664 -4.42418  -0.262
C 3.78496 1.75485 -5.47591  -0.004
C 4.01083 0.82435 -6.46732  -0.067
C 3.38028 -0.42047 -6.43220  -0.083
C 2.52465 -0.70694 -5.39146  -0.026
C 2.27505 0.22543 -4.37657  -0.087
C 1.35759 -0.12870 -3.28561  -0.379
O 0.91442 0.87375 -2.51806  -0.282
N 0.97378 -1.33914 -3.08520  0.120
N 0.10852 -1.33721 -1.98906  -0.019
C -0.54287 -2.42379 -1.80157  -0.042
C -1.64585 -2.51657 -0.86301  -0.136
C -2.26317 -3.75819 -0.65974  -0.032
C -3.38080 -3.87721 0.13486  -0.072
C -3.92730 -2.72806 0.71939  -0.056
C -3.36186 -1.48660 0.50775  -0.006
C -2.21349 -1.37234 -0.28215  -0.345
O -1.71262 -0.16548 -0.50265  -0.291
H 2.10890 2.15008 -2.83034  0.071
H 4.26586 2.72255 -5.48606  0.122
H 4.68405 1.06719 -7.27823  0.108
H 3.55514 -1.14722 -7.21184  0.102
H 2.01708 -1.66001 -5.33944  0.110
H -0.31231 -3.28120 -2.43316  0.145
H -1.83909 -4.63010 -1.14421  0.115
H -3.84254 -4.84200 0.28701  0.105
H -4.81626 -2.80645 1.33096  0.109
H -3.79281 -0.58481 0.93172  0.108
C 1.59001 3.01052 6.81945  -0.036
C 1.08588 2.21773 5.64684  -0.245
C -0.20844 1.70569 5.63684  -0.022
C -0.66768 0.95851 4.56486  -0.101
C 0.19478 0.69925 3.50913  -0.385
C 1.47570 1.22522 3.46705  -0.042
C 1.90611 1.98240 4.54112  -0.005
S -0.45779 -0.29631 2.21065  1.150
O 0.39149 0.11690 1.00259  -0.625
C 0.19758 -1.89015 2.78758  -0.249
C -0.48800 -2.27145 3.97483  -0.075
C 0.00015 -3.24335 4.78377  0.000
C 1.24311 -3.85040 4.47890  -0.154
C 1.83893 -4.79012 5.35748  -0.019
C 3.03141 -5.37001 5.04573  -0.056
C 3.67888 -5.03518 3.83338  -0.048
C 3.10920 -4.15505 2.96205  -0.010
C 1.86863 -3.53100 3.26197  -0.118
C 1.27171 -2.60421 2.33577  -0.108
C 1.76492 -2.77983 0.93055  -0.126
C 1.42727 -4.07056 0.37587  -0.109
C 0.55073 -4.97765 1.03392  -0.011
C 0.27666 -6.20586 0.50970  -0.059
C 0.84641 -6.60699 -0.72006  -0.060
C 1.66271 -5.74711 -1.39310  -0.023
C 1.96571 -4.46616 -0.86469  -0.157
C 2.79207 -3.56739 -1.59231  -0.004
C 3.05468 -2.33740 -1.09472  -0.056
C 2.55206 -1.96255 0.18163  -0.288
S 2.97657 -0.30662 0.68380  1.089
O 2.47133 0.53259 -0.48865  -0.503
C 4.71421 -0.29144 0.43715  -0.388
C 5.24323 0.47098 -0.58160  -0.049
C 6.62579 0.51614 -0.72732  -0.015
C 7.46291 -0.18007 0.13271  -0.258
C 8.95699 -0.11617 -0.02381  -0.042
C 6.89179 -0.93366 1.16418  -0.029
C 5.52297 -0.98712 1.33262  -0.063
H 0.77718 3.30728 7.47869  0.079
H 2.11206 3.90902 6.49235  0.087
H 2.29443 2.41711 7.40427  0.091
H -0.87711 1.91687 6.46116  0.122
H -1.69117 0.61472 4.55153  0.102
H 2.11537 1.07453 2.59699  0.075
H 2.89983 2.40983 4.51473  0.125
H -1.41185 -1.77825 4.23627  0.109
H -0.53815 -3.54272 5.67301  0.125
H 1.33125 -5.02981 6.28217  0.118
H 3.48254 -6.08454 5.71997  0.110
H 4.63336 -5.48314 3.59410  0.111
H 3.61844 -3.91578 2.03642  0.120
H 0.07037 -4.68943 1.96026  0.121
H -0.39507 -6.87135 1.03453  0.111
H 0.62835 -7.58556 -1.12529  0.109
H 2.09852 -6.02615 -2.34371  0.118
H 3.18324 -3.86860 -2.55509  0.127
H 3.64469 -1.62751 -1.65794  0.120
H 4.58755 1.01323 -1.25033  0.111
H 7.05363 1.10442 -1.52833  0.119
H 9.23765 0.44607 -0.91166  0.077
H 9.38586 -1.11521 -0.10529  0.086
H 9.41604 0.36656 0.83982  0.088
H 7.53507 -1.47911 1.84284  0.120
H 5.09117 -1.56693 2.13901  0.110
C -2.33774 0.03116 -3.55404  -0.208
P -1.99847 1.59020 -2.67272  1.080
C -3.64224 1.83494 -1.83989  -0.351
N -4.67121 1.37032 -2.48493  0.139
C -5.88891 1.39228 -1.87805  -0.201
C -7.02378 0.89923 -2.56541  -0.006
C -8.23373 0.88331 -1.93886  -0.063
C -8.36131 1.35576 -0.60563  -0.063
C -7.27904 1.83813 0.06833  -0.009
C -6.01531 1.86506 -0.56973  -0.202
N -4.93429 2.35305 0.09848  0.122
C -3.77884 2.37287 -0.50546  -0.355
P -2.33015 3.02306 0.44904  1.080
C -2.22013 4.75166 -0.15794  -0.219
C -2.96165 3.23757 2.17741  -0.699
C -3.45065 1.88612 2.70301  -0.103
C -1.72228 3.66823 2.98017  -0.095
C -4.05853 4.28835 2.34435  -0.086
C -1.88905 2.81271 -4.07638  -0.682
C -0.53730 2.58036 -4.76739  -0.076
C -1.90316 4.23647 -3.52484  -0.092
C -3.02071 2.64035 -5.09253  -0.086
H -3.18514 0.16813 -4.22436  0.044
H -2.59492 -0.74617 -2.83728  0.040
H -1.45667 -0.27565 -4.11612  0.049
H -6.89651 0.54250 -3.57844  0.117
H -9.10607 0.50744 -2.45462  0.108
H -9.33047 1.33510 -0.12692  0.108
H -7.35417 2.21385 1.07930  0.115
H -3.20127 5.20816 -0.28494  0.058
H -1.67581 4.78830 -1.09757  0.000
H -1.64659 5.33415 0.56045  0.053
H -4.41874 1.61609 2.27767  0.067
H -2.74448 1.08207 2.47062  0.030
H -3.55167 1.94178 3.79002  0.087
H -0.90645 2.95010 2.90075  0.053
H -2.00039 3.75340 4.03373  0.092
H -1.33438 4.63679 2.66702  0.081
H -4.92831 4.06828 1.72865  0.063
H -3.70110 5.28900 2.10726  0.075
H -4.37902 4.30034 3.39026  0.090
H 0.29787 2.72989 -4.08815  0.063
H -0.43456 3.30018 -5.58279  0.101
H -0.45836 1.58279 -5.20262  0.083
H -1.04962 4.41964 -2.87200  0.059
H -2.82372 4.46276 -2.98284  0.080
H -1.83259 4.93679 -4.35953  0.095
H -2.87318 1.76259 -5.72082  0.079
H -3.02337 3.51317 -5.74915  0.090
H -4.00332 2.56571 -4.62836  0.069
F 0.52181 3.65940 -1.29791  0.150
B 0.44328 2.68967 -0.37666  -0.725
F 0.81373 3.05374 0.85497  0.145

Forces on the atoms, in the same order (eV/Å):
Ti -1.0376 -0.6869 0.3372
O -0.1917 -0.0859 0.3013
C 0.0774 0.2884 0.1258
C 0.0226 -0.0973 -0.1055
C -0.0062 -0.0162 0.0188
C -0.0161 0.0518 0.0618
C 0.0198 -0.0166 -0.0365
C -0.0712 -0.2044 0.0535
C 0.0518 0.7289 0.1050
O 0.6758 -0.2427 -1.1363
N -0.2558 -0.1718 0.2977
N 0.4622 -0.0930 -0.2284
C -0.2912 0.0354 0.1709
C 0.1866 -0.3173 -0.2171
C 0.0155 -0.0755 0.0538
C -0.0158 0.1116 0.0287
C 0.0474 -0.0140 -0.0510
C -0.1514 -0.1920 0.0915
C 0.1847 0.4198 -0.0185
O -0.1395 0.1181 0.1424
H 0.2735 0.0497 -0.3305
H 0.0146 0.0288 -0.0028
H 0.0160 -0.0007 -0.0291
H 0.0056 -0.0189 -0.0254
H -0.0149 -0.0262 0.0025
H -0.0542 0.0093 0.0136
H 0.0104 -0.0193 0.0196
H -0.0182 -0.0150 0.0194
H -0.0303 -0.0220 0.0175
H 0.0490 -0.0656 -0.0496
C 0.0105 0.0085 -0.0453
C -0.0449 -0.0070 0.0190
C 0.0111 -0.0082 -0.0296
C 0.2547 0.0441 0.1945
C -0.2864 -0.0103 0.1856
C 0.2234 0.0496 -0.1670
C 0.0045 0.0240 -0.0233
S 0.2487 -0.5504 -0.4949
O -0.0348 -0.3935 0.2795
C -0.4173 0.4056 0.3051
C 0.1836 0.1175 -0.0149
C 0.0651 -0.0642 -0.0296
C -0.0905 -0.0478 0.2587
C -0.0323 0.0857 -0.0757
C 0.0655 0.0210 -0.1319
C -0.0384 -0.0510 0.1537
C 0.0086 0.0169 -0.0357
C 0.2373 -0.0963 -0.0970
C 0.4505 0.0385 -0.0439
C -0.3589 -0.1403 -0.0001
C -0.2704 -0.0933 0.0540
C -0.0324 0.1306 0.0424
C 0.0051 -0.0618 -0.1703
C -0.0341 0.0630 0.1239
C 0.0123 0.0733 0.0289
C 0.1062 0.0246 -0.2527
C -0.0678 -0.0874 0.1017
C -0.0260 -0.0118 0.1948
C 0.5587 0.1272 -0.4098
S -0.4889 0.2494 -0.3352
O -0.6366 -0.1208 0.2629
C 0.2591 -0.1903 0.1980
C 0.2302 0.0228 -0.1378
C -0.0759 -0.0039 -0.0113
C 0.0503 -0.0091 0.0292
C -0.0160 -0.0230 0.0184
C 0.0492 0.0015 -0.0165
C 0.0814 0.0797 -0.1911
H -0.0269 0.0005 0.0037
H 0.0141 0.0068 -0.0162
H 0.0183 -0.0125 0.0031
H 0.0098 -0.0003 0.0404
H -0.0427 -0.0963 -0.0306
H -0.2995 0.0462 0.3968
H 0.0406 0.0227 0.0224
H -0.1070 0.1272 -0.0028
H -0.0139 -0.0026 0.0213
H -0.0216 -0.0088 0.0311
H 0.0301 -0.0070 0.0064
H 0.0212 -0.0247 0.0020
H -0.0287 -0.0308 0.0264
H 0.0246 -0.0236 -0.0460
H -0.0112 -0.0302 0.0033
H -0.0114 -0.0170 -0.0015
H 0.0100 -0.0105 -0.0234
H -0.0029 -0.0009 -0.0263
H 0.0317 0.0330 0.0156
H 0.0115 -0.0015 0.0174
H 0.0156 0.0264 -0.0162
H -0.0028 0.0143 -0.0188
H -0.0040 -0.0185 0.0079
H 0.0026 0.0035 0.0168
H 0.0255 -0.0058 0.0235
H -0.0511 -0.0231 0.0486
C -0.1696 -0.0127 -0.0742
P 0.2758 -0.0276 0.3993
C 0.3182 0.0958 0.1130
N -0.2575 -0.0729 -0.1200
C 0.0257 -0.1526 -0.3416
C 0.0790 0.0259 0.0050
C -0.0238 0.0598 0.1828
C -0.0117 -0.0495 -0.1632
C 0.0857 0.0002 -0.0416
C -0.0299 0.0894 0.3272
N -0.2509 0.0218 -0.1778
C 0.2081 0.0470 -0.0982
P 0.0918 -0.1843 -0.3779
C -0.0962 0.0253 -0.0587
C 0.0145 0.0791 0.1198
C -0.0425 -0.1445 -0.0249
C -0.0490 0.0144 0.0769
C -0.0864 0.0310 0.0616
C 0.1088 0.0548 0.0084
C -0.0687 0.0209 -0.0647
C -0.0255 0.0527 -0.0054
C -0.0202 0.0606 -0.0360
H 0.0621 -0.0581 0.0189
H 0.0239 0.0196 0.0093
H 0.0378 -0.0010 -0.0178
H 0.0124 -0.0086 -0.0108
H -0.0312 -0.0046 -0.0066
H -0.0291 -0.0030 0.0034
H 0.0036 0.0057 0.0394
H -0.0070 0.0215 0.0144
H -0.0967 -0.0245 0.1556
H 0.0310 0.0110 0.0949
H 0.1116 0.0698 0.0853
H -0.0625 0.0789 0.0134
H -0.0403 0.0066 0.0309
H -0.0459 0.0363 -0.0343
H 0.0125 0.0182 0.0249
H -0.0424 0.0726 -0.0634
H 0.0552 0.0124 0.0432
H 0.0494 0.0527 -0.0279
H 0.0199 0.0124 0.0240
H -0.0005 0.0509 0.0416
H -0.0261 0.0006 -0.0364
H -0.0112 -0.0326 0.0082
H -0.0219 -0.0527 -0.0915
H -0.0333 -0.0214 -0.0288
H -0.0083 0.0144 -0.0164
H 0.0071 -0.0313 0.0223
H -0.0001 -0.0135 -0.0442
H -0.0079 0.0358 0.0428
F 0.1161 0.2197 0.0218
B 0.0028 0.2501 -0.0413
F 0.2281 0.1874 0.1435